Run A
71
Properties=species:S:1:pos:R:3 method="wB97M-V/def2-TZVPD" lumo_ha="0.0925 / 0.0919" s_squared=2.02 spin_multiplicity=3 charge=-1 homo_ev="-2.017 / -4.176" homo_lumo_gap_ev="4.534 / 6.677"
Ti 0.74968 0.29532 0.82794
C -2.03986 2.66241 3.15172
C -1.22840 2.27665 1.94042
O -0.48624 1.22567 2.09520
C -1.29719 3.03409 0.78669
C -0.57791 2.82666 -0.42668
C -0.78618 3.79552 -1.55784
N 0.26575 1.81942 -0.57519
N 0.92034 1.76558 -1.80015
C 1.76165 0.76736 -1.80923
O 1.95034 -0.02910 -0.80458
C 2.53940 0.51423 -3.05108
C 3.40415 -0.57558 -3.10511
C 4.13350 -0.83916 -4.25691
C 4.00736 -0.01659 -5.36702
C 3.14393 1.07277 -5.31830
C 2.41454 1.33732 -4.17085
H -1.38445 3.04481 3.93999
H -2.54098 1.77884 3.55282
H -2.78405 3.42453 2.91971
H -1.96814 3.88437 0.80375
H -1.53600 4.53884 -1.28796
H -1.10115 3.27396 -2.46453
H 0.14828 4.29996 -1.81386
H 3.48664 -1.20899 -2.23188
H 4.80087 -1.69218 -4.28669
H 4.57524 -0.22232 -6.26645
H 3.03869 1.71827 -6.18239
H 1.73643 2.17837 -4.11823
C -0.63545 -1.50927 -2.06350
C -1.37462 -1.51012 -0.74393
C -1.09822 -2.47068 0.23272
C -0.14487 -3.60557 -0.04669
C -1.73732 -2.39642 1.47707
C -1.30652 -3.33314 2.58004
C -2.72726 -1.43762 1.69694
C -3.45993 -1.40971 3.01774
C -3.04438 -0.50535 0.70050
C -4.08076 0.56536 0.95655
C -2.37617 -0.55067 -0.52381
C -2.74770 0.37536 -1.65624
H -0.51882 -0.49624 -2.44612
H -1.16583 -2.09210 -2.82553
H 0.36542 -1.92067 -1.95820
H 0.84382 -3.41069 0.37142
H -0.04670 -3.78974 -1.11462
H -0.50858 -4.52686 0.41042
H -1.90207 -4.25324 2.59984
H -1.39951 -2.85652 3.55484
H -0.25857 -3.59958 2.46323
H -2.98961 -0.71267 3.71956
H -3.46839 -2.39117 3.48752
H -4.49789 -1.10340 2.89323
H -3.79250 1.50300 0.48540
H -4.18722 0.77190 2.01883
H -5.06785 0.28053 0.57495
H -1.98898 1.14527 -1.80884
H -3.70015 0.87062 -1.48244
H -2.83314 -0.18278 -2.59083
N 2.46247 1.30512 1.90202
C 3.29763 0.45488 2.76651
C 3.66262 -0.85128 2.07417
C 2.52615 -1.87951 2.07055
O 2.80018 -3.06255 2.25703
O 1.34289 -1.42232 1.86695
H 3.02696 1.75655 1.18976
H 1.99843 2.03093 2.43771
H 2.72223 0.24571 3.67003
H 4.20927 0.98086 3.07126
H 4.52296 -1.31334 2.55768
H 3.93173 -0.64389 1.03288

=====

Run B
71
Properties=species:S:1:pos:R:3 method="wB97M-V/def2-TZVPD" lumo_ha="0.1027 / 0.1021" s_squared=2.04 spin_multiplicity=3 charge=-1 homo_ev="-1.816 / -4.177" homo_lumo_gap_ev="4.610 / 6.955"
Ti -0.93295 0.22184 -0.13197
C -2.06482 4.27982 0.60083
C -1.22496 3.19861 -0.00984
O -1.49238 1.97372 0.40875
C -0.21928 3.44990 -0.91970
C 0.64276 2.51008 -1.51216
C 1.69862 2.97359 -2.47214
N 0.52627 1.18186 -1.26121
N 1.44539 0.38250 -1.90572
C 1.19897 -0.86512 -1.64842
O 0.20153 -1.23051 -0.87556
C 2.03603 -1.92361 -2.24341
C 1.74081 -3.26750 -2.00477
C 2.52685 -4.26926 -2.55416
C 3.61748 -3.94889 -3.35057
C 3.91457 -2.61245 -3.59600
C 3.13344 -1.60866 -3.05057
H -1.74802 4.51174 1.62503
H -3.10566 3.95165 0.65646
H -2.01717 5.20262 0.02109
H -0.05977 4.48712 -1.19493
H 1.71063 4.06288 -2.52148
H 1.52990 2.58098 -3.48005
H 2.68742 2.61676 -2.17662
H 0.88446 -3.50327 -1.38698
H 2.28244 -5.30660 -2.35842
H 4.23076 -4.73189 -3.77974
H 4.76269 -2.35194 -4.21839
H 3.35818 -0.56679 -3.23389
C 2.05329 -2.32939 1.69965
C 1.08512 -1.25446 2.12435
C -0.24929 -1.55760 2.41407
C -0.82156 -2.92870 2.15115
C -1.09738 -0.56384 2.92999
C -2.53043 -0.92151 3.24248
C -0.62380 0.74124 3.12054
C -1.54064 1.77480 3.72678
C 0.66550 1.07391 2.68577
C 1.15687 2.49942 2.66285
C 1.51396 0.07757 2.18611
C 2.86834 0.47004 1.64691
H 2.06479 -2.45450 0.61485
H 1.80424 -3.29277 2.14060
H 3.06678 -2.08873 2.01787
H -1.64734 -2.85525 1.43970
H -1.22013 -3.38455 3.06186
H -0.09266 -3.60788 1.72027
H -2.61226 -1.43657 4.20580
H -2.94372 -1.57163 2.47420
H -3.16950 -0.04352 3.27589
H -2.17267 2.22489 2.95684
H -0.98991 2.57413 4.21600
H -2.18929 1.32988 4.48054
H 1.26884 2.83159 1.62719
H 2.13064 2.60122 3.14836
H 0.47005 3.19351 3.13580
H 3.59986 0.63258 2.44585
H 2.79538 1.39520 1.07571
H 3.26684 -0.27995 0.96911
N -2.52421 1.16564 -2.44826
C -3.44569 0.13547 -2.90499
C -3.01568 -1.25509 -2.42467
C -3.34201 -1.49667 -0.95329
O -4.26666 -2.22865 -0.63523
O -2.59265 -0.87128 -0.09977
H -2.89269 2.10144 -2.54969
H -1.62923 1.12550 -2.92412
H -3.55802 0.10327 -3.99872
H -4.43457 0.36153 -2.49669
H -1.93817 -1.37366 -2.57886
H -3.53453 -2.01586 -3.00827

=====

The energetic minimum among the shown structures is run A; the next structure lies 69.3 kJ/mol above.